Entry 1:
2 unconnected molecules or ions with the total composition F3H3SSi2 at a distorted geometry. Source: the OMol25 dataset; level of theory: the ωB97M-V functional and the def2-TZVPD basis.

XYZ file:
```
9
Properties=species:S:1:pos:R:3:nbo_charge:R:1
F 1.234 -2.436 1.129 -0.661
F -0.715 -1.514 2.289 -0.666
F 1.427 -0.313 2.417 -0.658
Si 0.167 0.782 -1.454 0.481
Si 0.485 -1.024 1.328 1.983
S -1.324 2.162 -0.995 -0.373
H 1.231 1.715 -2.020 -0.141
H -0.243 -0.584 -2.064 -0.130
H -2.262 1.212 -0.631 0.164
```

Results
HOMO (spin up / spin down) = -7.1 / -10.9 eV
Multiplicity = 3
ΔE to the lowest compared entry with this formula, charge and spin = 3.3 kcal/mol
HOMO-LUMO gap (spin up / spin down) = 0.273 / 0.276 Ha
F_max = 3.4 eV/A


Entry 2:
A molecular structure, C33H50FGaN5O11P2S2 at a distorted geometry. Source: the OMol25 dataset; level of theory: the ωB97M-V functional and the def2-TZVPD basis.

XYZ file:
```
105
Properties=species:S:1:pos:R:3:mulliken_charge:R:1
C -1.845 -3.937 1.002 -0.356
C -3.105 -3.559 0.223 -0.660
O -3.243 -2.125 0.208 -0.176
P -3.639 -1.519 -1.223 0.866
O -4.682 -2.276 -1.917 -0.881
C -2.138 -1.403 -2.245 -0.940
C -0.902 -1.325 -1.343 0.500
C 0.393 -0.965 -2.077 -1.183
Ga 1.457 0.088 -0.689 0.134
F 1.381 -0.968 0.852 -0.556
C 0.494 1.843 -0.424 -0.262
C 1.318 3.087 -0.115 -0.692
C 2.258 2.974 1.089 -0.997
S 1.820 1.828 2.425 0.014
C 0.335 2.326 3.154 -0.343
S -0.619 3.544 2.639 -0.211
N -0.031 1.581 4.297 0.220
C 0.050 0.130 4.076 -0.917
C -1.092 -0.375 3.245 -0.120
C 0.674 2.042 5.513 -0.442
C -0.161 3.108 6.222 -1.234
P 3.764 0.248 -1.174 0.482
N 4.195 1.643 -1.747 -0.784
O 4.617 -0.152 0.172 -0.533
O 4.118 -0.963 -2.259 -0.228
O -4.129 -0.027 -0.913 -0.318
C -4.010 0.434 0.456 0.638
C -4.411 1.879 0.547 -1.460
H -1.158 -4.445 0.340 0.329
H -2.081 -4.539 1.867 0.052
H -1.388 -3.004 1.301 -0.107
H -3.114 -3.984 -0.772 0.390
H -3.974 -3.940 0.745 0.451
H -2.256 -0.469 -2.779 0.501
H -2.108 -2.263 -2.899 0.274
H -0.780 -2.222 -0.754 0.043
H -1.083 -0.519 -0.630 -0.499
H 0.173 -0.298 -2.903 0.469
H 0.924 -1.858 -2.392 0.595
H -0.299 1.727 0.305 -0.093
H -0.010 2.040 -1.363 0.658
H 0.647 3.916 0.061 0.000
H 1.927 3.383 -0.965 0.557
H 2.382 3.945 1.558 0.586
H 3.249 2.658 0.791 0.377
H -0.037 -0.335 5.052 0.575
H 0.996 -0.217 3.658 0.321
H -1.040 -0.004 2.229 -0.394
H -2.036 -0.061 3.675 0.429
H -1.095 -1.457 3.196 0.098
H 0.911 1.214 6.167 0.596
H 1.623 2.470 5.197 0.275
H -0.038 4.035 5.678 0.288
H -1.194 2.822 6.085 0.274
H 0.095 3.206 7.269 0.406
H 4.904 2.032 -1.128 0.240
H 4.105 -0.802 0.685 0.350
H 3.727 -1.763 -1.860 0.263
H -4.632 -0.157 1.113 0.265
H -2.980 0.354 0.772 -0.208
H -3.898 2.492 -0.181 0.299
H -5.490 1.974 0.491 0.397
H -4.111 2.219 1.533 0.369
C -1.537 -7.928 5.017 -0.427
C -1.365 -6.750 4.304 -0.446
C -1.905 -5.567 4.780 -0.203
C -2.607 -5.581 5.971 -0.106
C -2.792 -6.746 6.691 -0.363
C -2.253 -7.926 6.207 -0.398
N -3.163 -4.321 6.493 1.035
O -3.002 -3.316 5.830 -0.592
O -3.749 -4.366 7.561 -0.614
H -1.110 -8.850 4.645 0.370
H -0.809 -6.750 3.377 0.420
H -1.770 -4.650 4.224 0.542
H -3.347 -6.739 7.617 0.440
H -2.388 -8.845 6.760 0.368
C 0.318 8.169 -4.726 -0.393
C 0.528 8.533 -3.403 -0.490
C 0.268 7.630 -2.384 -0.283
C -0.197 6.371 -2.710 -0.062
C -0.418 5.993 -4.020 -0.202
C -0.158 6.902 -5.033 -0.537
N -0.455 5.400 -1.633 1.069
O -0.265 5.766 -0.489 -0.623
O -0.832 4.291 -1.957 -0.543
H 0.527 8.874 -5.519 0.370
H 0.898 9.520 -3.164 0.362
H 0.430 7.907 -1.354 0.456
H -0.784 5.004 -4.254 0.479
H -0.323 6.619 -6.063 0.365
C 5.307 -0.244 -7.118 -0.408
C 5.100 -0.606 -5.795 -0.460
C 4.274 -1.675 -5.490 -0.374
C 3.669 -2.369 -6.521 0.123
C 3.859 -2.018 -7.846 -0.423
C 4.684 -0.947 -8.142 -0.373
N 2.809 -3.520 -6.206 1.034
O 2.645 -3.802 -5.035 -0.601
O 2.317 -4.130 -7.141 -0.626
H 5.955 0.591 -7.353 0.373
H 5.578 -0.058 -4.994 0.440
H 4.114 -1.947 -4.458 0.509
H 3.375 -2.569 -8.638 0.444
H 4.844 -0.661 -9.173 0.357
```

Results
HOMO = -5.0 eV
HOMO-LUMO gap = 0.217 Ha
F_max = 1.6 eV/A
Net charge = -1


Entry 3:
5 unconnected molecules or ions with the total composition C25H51N2O7 at a distorted geometry. Source: the OMol25 dataset; level of theory: the ωB97M-V functional and the def2-TZVPD basis.

XYZ file:
```
85
Properties=species:S:1:pos:R:3:mulliken_charge:R:1
C 5.462 -1.195 1.509 -0.660
O 5.068 -1.103 0.159 -0.410
C 4.223 -2.161 -0.263 -0.847
C 2.864 -2.115 0.389 -0.210
C 1.964 -3.234 -0.151 -0.734
C 0.751 -3.509 0.744 -0.895
C -0.567 -3.017 0.114 -0.646
C -0.658 -1.502 0.233 -0.539
C -1.941 -0.938 -0.334 0.083
N -3.124 -1.543 0.232 0.167
N -3.234 -1.414 1.630 -0.890
C -1.972 0.612 -0.276 0.080
O -2.965 1.164 -0.827 -0.766
O -1.014 1.171 0.310 -0.652
H 6.501 -0.919 1.609 0.237
H 4.837 -0.587 2.157 0.220
H 5.388 -2.227 1.852 0.342
H 4.711 -3.120 -0.083 0.426
H 4.114 -2.020 -1.331 0.327
H 2.438 -1.144 0.174 0.181
H 2.952 -2.248 1.460 0.343
H 2.571 -4.124 -0.273 0.518
H 1.636 -2.919 -1.135 0.364
H 0.862 -2.941 1.660 0.413
H 0.676 -4.555 1.022 0.401
H -0.568 -3.298 -0.932 0.172
H -1.402 -3.490 0.612 0.462
H -0.536 -1.227 1.273 0.218
H 0.146 -1.084 -0.351 0.206
H -1.951 -1.191 -1.394 0.219
H -3.958 -1.229 -0.233 0.285
H -2.678 -0.654 1.999 0.311
H -3.030 -2.283 2.092 0.264
C -5.422 -3.164 -4.050 -0.565
C -5.767 -4.214 -2.997 -0.593
C -4.394 -4.535 -2.419 -0.478
O -3.624 -3.344 -2.526 -0.351
C -4.301 -2.399 -3.361 0.123
H -6.258 -2.525 -4.328 0.302
H -5.048 -3.650 -4.955 0.302
H -6.404 -3.773 -2.227 0.270
H -6.274 -5.092 -3.397 0.368
H -3.895 -5.326 -2.994 0.262
H -4.435 -4.841 -1.372 0.288
H -4.696 -1.597 -2.729 -0.095
H -3.588 -1.964 -4.061 0.129
C 8.586 3.000 3.576 -0.522
C 7.735 2.457 4.720 -0.546
C 6.993 1.317 4.037 -0.394
O 7.869 0.818 3.020 -0.352
C 8.957 1.723 2.834 -0.450
H 9.457 3.566 3.904 0.331
H 7.982 3.645 2.935 0.274
H 8.379 2.068 5.513 0.265
H 7.064 3.194 5.157 0.327
H 6.074 1.670 3.560 0.261
H 6.739 0.506 4.720 0.279
H 9.863 1.269 3.254 0.261
H 9.113 1.882 1.767 0.273
C -0.972 3.606 2.287 -0.165
C -1.274 5.074 2.580 -0.610
C -0.099 5.466 3.466 -0.434
O 1.007 4.668 3.049 -0.438
C 0.540 3.621 2.170 -0.292
H -1.452 3.215 1.393 0.088
H -1.278 2.986 3.134 0.202
H -1.253 5.650 1.651 0.273
H -2.239 5.237 3.060 0.364
H -0.308 5.248 4.521 0.250
H 0.168 6.523 3.379 0.278
H 0.855 3.858 1.151 0.230
H 0.996 2.676 2.461 0.226
C -4.630 2.068 -3.304 -0.109
C -4.106 2.290 -4.721 -0.676
C -4.568 1.020 -5.423 -0.274
O -5.783 0.619 -4.785 -0.424
C -5.955 1.372 -3.575 -0.470
H -4.743 2.984 -2.728 0.393
H -3.962 1.409 -2.750 0.014
H -4.586 3.165 -5.172 0.260
H -3.028 2.431 -4.769 0.366
H -3.833 0.215 -5.306 0.091
H -4.755 1.166 -6.489 0.331
H -6.766 2.096 -3.735 0.299
H -6.247 0.697 -2.770 0.269
```

Results
HOMO = -4.3 eV
HOMO-LUMO gap = 0.246 Ha
F_max = 1.1 eV/A
Net charge = -1


Entry 4:
2 unconnected molecules or ions with the total composition C3H5Cl at a distorted geometry. Source: the OMol25 dataset; level of theory: the ωB97M-V functional and the def2-TZVPD basis.

XYZ file:
```
9
Properties=species:S:1:pos:R:3:nbo_charge:R:1
C 0.939 0.727 -0.011 -0.323
C 1.998 -0.089 -0.008 -0.026
C -0.464 0.247 -0.015 -0.616
Cl 3.613 0.015 -0.044 0.113
H 1.260 1.721 -0.056 0.221
H 0.546 -2.113 0.396 -0.033
H -1.075 0.994 0.666 0.218
H -0.889 0.285 -1.103 0.224
H -0.568 -0.730 0.324 0.222
```

Results
HOMO (spin up / spin down) = -8.8 / -9.2 eV
ΔE to the lowest compared entry with this formula, charge and spin = 121.0 kcal/mol
HOMO-LUMO gap (spin up / spin down) = 0.303 / 0.331 Ha
F_max = 4.6 eV/A


Entry 5:
A single C4H8N4 molecule at a distorted geometry. Source: the OMol25 dataset; level of theory: the ωB97M-V functional and the def2-TZVPD basis.

XYZ file:
```
16
Properties=species:S:1:pos:R:3:nbo_charge:R:1
C 2.465 -0.281 0.372 0.242
C 0.670 1.019 -0.192 0.269
C -2.337 -0.685 -0.663 -0.222
C -2.424 -0.106 0.807 -0.268
H 3.888 -1.739 -0.106 0.339
H 1.411 -0.666 0.666 0.224
H 2.616 1.734 -0.326 0.419
H 0.251 1.845 -0.972 0.159
H -3.133 -0.454 -1.406 0.199
H -1.942 -1.499 -0.896 0.181
H -3.231 0.493 1.188 0.203
H -2.175 -0.780 1.754 0.223
N 3.789 -0.748 -0.178 -0.694
N 2.029 1.069 0.128 -0.623
N -0.300 0.254 0.094 -0.395
N -1.574 0.542 -0.269 -0.256
```

Results
HOMO = -8.8 eV
SMILES = [H]/N=C/N/C=N/N1CC1
ΔE to the lowest compared entry with this formula, charge and spin = 158.2 kcal/mol
HOMO-LUMO gap = 0.348 Ha
F_max = 10.3 eV/A


Entry 6:
A single C14H16Cl3NO3Si molecule at a distorted geometry. Source: the OMol25 dataset; level of theory: the ωB97M-V functional and the def2-TZVPD basis.

XYZ file:
```
38
Properties=species:S:1:pos:R:3:nbo_charge:R:1
N 0.195 -0.323 -4.288 -0.318
O -1.740 -1.308 1.405 -0.566
Cl -3.250 3.256 -0.745 0.057
Cl 2.160 3.230 -0.848 0.069
Cl -0.506 4.407 -1.915 0.057
C 0.627 -0.768 -3.319 0.279
O -0.499 1.197 2.901 -0.532
O 0.295 -1.030 0.620 -0.857
C -0.644 -0.884 1.574 0.789
C -1.773 2.129 1.146 -0.269
C 0.659 2.134 1.057 -0.277
C -1.745 2.887 -0.015 -0.035
C 0.688 2.861 -0.107 -0.068
C -0.498 3.356 -0.557 -0.105
C -0.543 1.826 1.686 0.310
C 1.090 -0.596 3.461 -0.642
C 2.278 -0.075 -1.837 -0.584
C -0.307 -0.303 2.983 0.030
C -0.308 -3.418 -0.860 -1.193
C -1.683 -0.993 -1.487 -1.155
C 1.326 -1.170 -2.201 -0.763
Si -0.020 -1.656 -0.899 1.913
H -2.573 1.629 1.637 0.254
H 1.443 1.834 1.746 0.242
H 1.439 -1.489 2.867 0.225
H 1.726 0.243 3.290 0.229
H 1.173 -0.775 4.538 0.229
H 1.696 0.820 -1.930 0.227
H 3.070 -0.004 -2.623 0.220
H 2.818 -0.310 -0.885 0.221
H -1.061 -0.653 3.681 0.224
H 0.525 -3.946 -0.395 0.245
H -1.290 -3.762 -0.419 0.275
H -0.403 -3.630 -1.944 0.252
H -2.000 -1.535 -2.360 0.243
H -1.833 0.066 -1.753 0.250
H -2.425 -1.165 -0.749 0.262
H 1.897 -2.082 -2.452 0.267
```

Results
HOMO = -9.1 eV
SMILES = C[C@H](C#N)[Si](C)(C)OC(=O)[C@@H](C)Oc1cc(Cl)c(Cl)c(Cl)c1
ΔE to the lowest compared entry with this formula, charge and spin = 28.5 kcal/mol
HOMO-LUMO gap = 0.349 Ha
F_max = 3.6 eV/A


Entry 7:
A molecular structure, C16H37Br3O21S6 at a distorted geometry. Source: the OMol25 dataset; level of theory: the ωB97M-V functional and the def2-TZVPD basis.

XYZ file:
```
83
Properties=species:S:1:pos:R:3:mulliken_charge:R:1
O 3.890 -4.861 3.804 -0.660
S 3.691 -5.794 2.745 1.143
O 3.158 -7.086 3.022 -0.609
O 2.813 -5.095 1.625 -0.185
C 1.377 -5.291 1.678 -0.565
C 0.711 -3.958 1.449 -0.302
C 5.152 -5.946 1.776 -0.831
H 1.113 -5.709 2.648 0.523
H 1.089 -5.992 0.897 0.172
H -0.351 -3.974 1.686 0.325
H 0.883 -3.661 0.414 -0.075
H 1.181 -3.160 2.026 0.148
H 5.856 -6.615 2.263 0.426
H 5.580 -4.963 1.604 0.197
H 4.836 -6.369 0.825 0.291
O -4.651 0.017 1.479 -0.547
S -4.230 1.176 2.181 1.138
O -4.158 2.451 1.545 -0.626
O -5.219 1.280 3.394 -0.295
C -5.219 2.498 4.164 -0.228
C -5.598 2.163 5.585 -1.205
C -2.702 0.820 3.000 -0.392
H -5.991 3.146 3.745 0.276
H -4.267 3.025 4.108 0.381
H -4.940 1.403 6.015 0.305
H -6.593 1.716 5.627 0.305
H -5.586 3.053 6.211 0.371
H -2.535 1.642 3.692 0.380
H -1.912 0.714 2.261 -0.272
H -2.897 -0.100 3.548 0.371
O -2.792 7.644 -2.077 -0.628
S -1.522 7.633 -1.441 1.215
O -1.389 7.786 -0.032 -0.636
O -0.857 6.256 -1.864 -0.287
C 0.242 5.776 -1.044 -0.463
C 0.925 4.686 -1.839 -0.955
C -0.453 8.792 -2.257 -0.875
H -0.218 5.386 -0.139 0.210
H 0.951 6.572 -0.819 0.442
H 1.846 4.380 -1.340 0.454
H 1.253 5.104 -2.792 0.383
H 0.278 3.822 -1.942 0.154
H 0.464 8.266 -2.509 0.295
H -0.248 9.655 -1.630 0.324
H -0.941 9.158 -3.157 0.328
C 0.416 0.254 0.152 0.640
Br -0.199 2.088 0.384 0.007
Br -1.096 -0.865 -0.224 0.141
Br 1.345 -0.276 1.749 -0.056
H 1.074 0.275 -0.708 -0.641
C -3.980 -3.267 0.410 0.098
C -4.332 -2.322 -0.738 -0.187
O -3.667 -2.866 -1.882 -0.326
S -3.035 -4.302 -1.559 0.887
O -1.666 -4.107 -1.255 -0.231
O -3.431 -5.248 -2.517 -0.615
O -3.873 -4.545 -0.235 -0.401
H -4.735 -3.273 1.187 0.397
H -3.010 -3.013 0.844 -0.080
H -3.921 -1.340 -0.529 0.076
H -5.410 -2.206 -0.830 0.357
C 4.526 -1.061 -0.702 -0.587
C 4.611 -2.324 0.143 -0.317
O 3.987 -3.368 -0.649 -0.107
S 3.145 -2.731 -1.835 0.906
O 1.785 -3.070 -1.724 -0.462
O 3.807 -2.911 -3.067 -0.609
O 3.301 -1.191 -1.389 -0.150
H 5.374 -0.971 -1.383 0.290
H 4.550 -0.235 0.007 0.397
H 4.001 -2.279 1.044 0.234
H 5.660 -2.551 0.317 0.370
C 0.993 1.011 -4.393 -0.187
C 2.006 -0.063 -4.711 -0.293
O 3.080 0.213 -3.815 -0.214
S 3.083 1.725 -3.342 1.124
O 4.233 2.389 -3.793 -0.640
O 2.791 1.786 -1.953 -0.461
O 1.831 2.174 -4.199 -0.346
H 0.495 0.820 -3.438 0.071
H 0.264 1.219 -5.168 0.380
H 2.374 0.055 -5.734 0.309
H 1.604 -1.067 -4.597 0.308
```

Results
HOMO = -10.5 eV
HOMO-LUMO gap = 0.379 Ha
F_max = 1.2 eV/A


Entry 8:
A single C5H7NO3S molecule at a distorted geometry. Source: the OMol25 dataset; level of theory: the ωB97M-V functional and the def2-TZVPD basis.

XYZ file:
```
17
Properties=species:S:1:pos:R:3:nbo_charge:R:1
C -0.062 1.310 0.163 -0.054
C -1.066 0.525 -0.144 -0.160
C 1.387 0.838 0.119 -0.422
C 1.510 -0.475 -0.651 -0.406
C 0.670 -1.443 0.179 -0.610
N -2.403 0.765 -0.160 0.481
O -2.859 1.622 0.578 -0.364
O -3.108 0.064 -0.840 -0.355
O -1.755 -1.737 0.937 -0.960
S -1.079 -1.334 -0.304 1.308
H -0.217 2.209 0.488 0.212
H 1.833 1.597 -0.413 0.221
H 1.761 0.825 1.121 0.228
H 1.093 -0.330 -1.595 0.207
H 2.475 -0.840 -0.783 0.223
H 1.066 -2.439 0.149 0.235
H 0.755 -1.156 1.155 0.217
```

Results
HOMO = -9.5 eV
ΔE to the lowest compared entry with this formula, charge and spin = 111.3 kcal/mol
HOMO-LUMO gap = 0.323 Ha
F_max = 5.7 eV/A